Formula: C7H10
Source: the Open Molecules 2025 dataset
Level of theory: ωB97M-V/def2-TZVPD

XYZ file:
```
17
Properties=species:S:1:pos:R:3:forces:R:3:mulliken_charge:R:1
C -1.4759 0.7092 0.2662 0.3 0.3 0.3 -0.7486
H -1.1900 -1.4810 0.7638 0.0 0.2 -0.2 0.2661
H 2.2335 -0.5021 1.5473 0.0 -0.1 0.0 0.2840
H -2.2849 -1.2029 -0.5989 0.2 0.2 0.1 0.3038
H 2.2284 1.3934 -0.1559 -1.1 -0.1 0.1 0.3385
H 0.4309 -0.2616 1.7353 0.1 -0.2 0.0 0.0725
C 1.3330 0.7637 0.0274 -0.5 -0.5 0.4 -0.1396
H -2.4406 1.1663 -0.0016 0.5 0.1 -0.2 0.2777
H 0.3425 1.8182 -0.8658 -1.8 1.6 -2.5 0.4262
H -0.2642 -0.9177 -2.0304 0.0 0.2 0.0 0.4612
C -0.1897 -0.5309 -1.0109 0.3 -0.2 -0.2 0.0381
C -1.4029 -0.8108 -0.0796 0.0 0.0 0.0 -0.7385
H 1.9656 -1.2748 -0.8194 0.2 -0.1 0.1 0.4052
C 1.2910 -0.2585 1.0737 0.0 -0.4 0.3 -0.6972
C 1.1886 -0.6677 -0.3818 0.2 -0.7 0.0 -0.4776
H -1.2667 0.9706 1.3038 -0.2 -0.1 0.2 0.2494
C -0.2511 0.9624 -0.6385 1.8 -0.2 1.7 -0.3212
```
Positions in Å, forces in eV/Å.

The calculation puts the HOMO-LUMO gap at 10.03 eV. As for the charge: 0. Its spin multiplicity is 1. As for the SMILES: C1C[C@H]2[C@@H]1[C@H]1C[C@@H]21. The lowest unoccupied orbital energy comes out at 1.25 eV. The largest force on an atom comes out at 3.48 eV Å⁻¹. As for the energy: -7416.599 eV.